{"formula": "C18H25N5O4S2", "method": "ωB97M-V with the def2-TZVPD basis set", "smiles": "COCCCn1cnnc1SCC(=O)Nc1ccc(S(=O)(=O)N2CCCC2)cc1", "e_tot_ev": -56382.2086, "homo_lumo_gap_ev": 8.96, "relative_energy_kcal_mol": 0.0, "elements": ["N", "H", "C", "H", "H", "S", "H", "H", "C", "C", "N", "H", "H", "H", "H", "C", "H", "H", "C", "H", "H", "H", "C", "O", "C", "C", "C", "H", "H", "C", "H", "O", "H", "C", "H", "C", "H", "H", "H", "H", "N", "H", "H", "C", "C", "C", "O", "O", "C", "N", "C", "S", "N", "C"], "xyz": [[-2.125, 1.447, 2.741], [-5.687, 0.195, 1.736], [-6.041, -1.531, -0.387], [5.703, -0.552, -1.940], [2.700, -1.534, 0.261], [-3.084, 2.188, -0.904], [-4.237, -1.629, 0.811], [1.085, 1.422, 1.926], [4.743, -2.132, 0.717], [-4.735, -0.923, 0.142], [0.168, 2.525, -0.217], [-3.706, 0.261, 3.458], [6.011, -2.286, -1.732], [-4.407, -3.743, -0.244], [-5.483, -4.588, -1.379], [-3.251, 0.811, 2.662], [-0.412, 2.435, 0.630], [3.746, -2.573, -2.271], [4.008, 1.022, 0.291], [2.137, 2.552, -2.064], [-4.075, -0.724, -0.704], [4.589, -1.750, 1.724], [3.897, -1.780, -1.541], [5.911, 0.301, 1.946], [1.815, 1.459, 1.130], [-5.010, 0.378, 0.896], [3.458, -2.211, -0.129], [-2.192, 4.144, -1.853], [-1.899, 4.092, -0.084], [-1.855, 3.531, -1.017], [-5.466, 1.108, 0.222], [6.562, 1.047, -0.320], [3.334, -0.906, -1.868], [3.678, 1.599, -0.920], [-6.569, -0.786, -0.989], [3.086, 0.957, 1.321], [4.431, 1.670, -1.688], [3.050, -3.220, -0.121], [3.387, 0.531, 2.265], [-6.102, -4.072, 0.211], [-3.797, 0.945, 1.418], [-6.684, -1.821, 0.459], [5.223, -3.113, 0.783], [-0.438, 3.037, -1.313], [1.463, 2.027, -0.098], [-2.886, 1.711, 0.753], [-5.848, -2.622, -1.248], [0.040, 3.135, -2.421], [2.405, 2.101, -1.123], [5.634, -1.241, 0.011], [-5.434, -3.810, -0.619], [5.653, 0.345, 0.537], [-1.888, 2.015, 1.548], [5.394, -1.445, -1.400]]}

{"formula": "C18H25NO2", "method": "ωB97M-V with the def2-TZVPD basis set", "smiles": "CCOC(=O)/C(CCCc1ccccc1)=C1\\CCCCN1", "e_tot_ev": -24656.3524, "homo_lumo_gap_ev": 8.34, "relative_energy_kcal_mol": 33.6, "elements": ["H", "C", "C", "C", "C", "C", "C", "H", "H", "H", "H", "C", "H", "N", "H", "H", "O", "H", "C", "H", "C", "C", "H", "H", "H", "H", "C", "C", "C", "H", "C", "H", "C", "H", "C", "H", "H", "H", "O", "H", "H", "C", "H", "C", "H", "H"], "xyz": [[-3.621, 0.753, 2.848], [-0.315, -0.317, -2.914], [1.109, -1.508, 1.318], [0.509, 2.387, 1.487], [-0.527, -1.433, -0.661], [-3.861, -0.190, 2.358], [-0.433, -0.338, -4.323], [-0.868, -0.460, -0.367], [0.832, 3.260, -0.444], [4.077, 1.760, 1.190], [-0.053, 0.629, -2.408], [-0.672, -0.172, 2.564], [1.602, -1.104, -0.742], [2.318, 0.945, 0.506], [-0.306, 0.568, -4.887], [0.870, 4.446, 0.868], [-1.627, -1.044, 2.114], [3.065, 3.782, 1.595], [2.713, 3.361, 0.617], [-1.175, -3.620, -4.772], [0.537, -0.153, 1.741], [-2.862, -1.238, 2.812], [-0.847, -1.486, -6.065], [-1.214, -2.197, -0.222], [-3.247, -2.235, 2.536], [-4.888, -0.441, 2.660], [-0.772, -1.505, -4.988], [1.163, 3.431, 0.586], [-0.812, -2.706, -2.851], [1.248, -2.773, -0.454], [1.160, 1.034, 1.301], [3.056, 4.038, -0.175], [3.348, 1.951, 0.421], [2.146, -1.567, 1.586], [-0.524, -1.509, -2.165], [-3.803, -0.094, 1.258], [3.868, 1.868, -0.541], [-2.650, -1.239, 3.879], [-0.727, 0.492, 3.590], [-0.553, 2.327, 1.197], [2.634, -0.006, 0.381], [-0.924, -2.694, -4.266], [-0.996, -3.578, -2.274], [0.918, -1.752, -0.193], [0.546, 2.660, 2.524], [0.560, -2.335, 1.776]]}

{"formula": "C18H25NO3S", "method": "ωB97M-V with the def2-TZVPD basis set", "smiles": "Cc1ccc(S(=O)(=O)C2(C(=O)N[C@H]3CCCC[C@H]3C)CC2)cc1", "e_tot_ev": -37539.6956, "homo_lumo_gap_ev": 10.09, "relative_energy_kcal_mol": 27.8, "elements": ["H", "H", "H", "H", "C", "H", "H", "H", "C", "H", "H", "C", "H", "O", "O", "H", "C", "H", "C", "H", "H", "C", "H", "C", "H", "S", "H", "H", "N", "H", "O", "C", "C", "H", "C", "C", "H", "C", "H", "C", "C", "C", "H", "C", "C", "H", "C", "H"], "xyz": [[-0.874, -0.333, -4.175], [-1.850, -0.700, 1.701], [-1.576, -2.989, -0.697], [0.123, -0.524, 3.452], [-1.951, -1.778, 1.842], [-0.711, -2.276, 5.018], [2.963, 1.978, -1.963], [1.381, -2.535, 1.614], [-3.504, -0.612, -3.646], [1.350, -1.732, 3.817], [0.856, 0.749, -2.784], [-1.827, 1.209, -0.782], [-2.861, -2.089, 1.326], [2.554, -1.433, -0.169], [0.196, 2.099, 1.145], [-3.817, 0.565, -1.215], [-0.687, -2.442, 3.940], [-0.443, -3.493, 3.778], [-0.752, -2.398, -0.302], [-2.722, -2.968, 3.482], [-2.064, 1.646, 0.175], [-0.520, 1.252, -1.229], [-4.414, -0.798, -3.082], [-2.057, -2.114, 3.337], [0.180, -2.786, -0.705], [0.728, 2.034, -0.201], [0.435, 0.241, 1.449], [3.391, 2.623, 0.409], [0.902, -0.606, 1.144], [3.689, 0.325, -1.663], [1.127, 3.276, -0.805], [0.396, -1.572, 3.312], [-1.141, 0.102, -3.224], [-0.874, -1.374, -0.643], [1.891, -0.501, 0.245], [3.177, 1.187, -1.260], [-2.496, -1.267, 3.866], [-2.464, 0.040, -2.791], [-0.754, -3.523, 1.507], [2.143, 0.911, -0.210], [3.446, 1.576, 0.152], [0.550, -1.847, 1.806], [4.154, 1.000, 0.729], [-2.796, 0.604, -1.564], [-0.168, 0.707, -2.450], [-3.135, -1.555, -4.044], [-0.738, -2.467, 1.221], [-3.749, 0.032, -4.490]]}

{"formula": "C18H25NO3S", "method": "ωB97M-V with the def2-TZVPD basis set", "smiles": "Cc1ccc(S(=O)(=O)NCC[C@@]2(C)[C@H]3CC[C@]2(C)C(=O)C3)cc1", "e_tot_ev": -37539.8509, "homo_lumo_gap_ev": 9.62, "relative_energy_kcal_mol": 24.3, "elements": ["H", "C", "C", "C", "C", "O", "C", "C", "H", "H", "H", "H", "C", "C", "H", "C", "O", "H", "C", "H", "N", "C", "C", "H", "H", "H", "H", "H", "H", "O", "C", "H", "C", "C", "H", "H", "C", "S", "H", "H", "C", "H", "H", "H", "C", "H", "H", "H"], "xyz": [[4.191, -2.381, -1.172], [4.738, -0.491, -0.288], [4.250, 1.982, 0.138], [-3.573, -0.930, -0.654], [2.246, -0.688, -1.705], [-0.991, 0.290, -1.500], [-4.403, 1.214, 0.053], [0.066, 0.094, 1.106], [-7.396, -1.468, 1.266], [0.167, -0.199, 2.154], [3.496, 2.755, 0.012], [-1.064, 1.791, 1.425], [-7.244, -1.277, 0.203], [1.304, 0.841, 0.606], [4.572, 1.966, 1.177], [3.938, -1.780, -0.298], [-1.845, 2.512, -0.829], [2.409, -1.104, 2.439], [3.145, 0.562, -1.712], [-6.473, 1.283, 0.581], [-1.139, 0.889, 0.977], [2.495, -1.272, -0.310], [3.014, -0.305, 2.016], [-8.021, -0.590, -0.125], [1.063, 1.216, -0.387], [1.475, 1.707, 1.252], [-4.999, -2.522, -0.674], [-7.354, -2.217, -0.330], [3.957, 0.485, -2.436], [5.934, -0.381, -0.327], [-3.372, 0.410, -0.392], [2.523, -1.396, -2.486], [3.708, 0.629, -0.269], [-5.886, -0.687, -0.018], [1.768, -2.022, -0.003], [1.197, -0.433, -1.845], [-4.832, -1.475, -0.467], [-1.741, 1.101, -0.582], [5.112, 2.229, -0.479], [4.058, -0.602, 2.068], [-5.658, 0.663, 0.238], [4.172, -2.377, 0.584], [-0.104, -0.796, 0.501], [2.586, 1.468, -1.942], [2.579, -0.010, 0.577], [2.892, 0.579, 2.638], [-2.747, -1.520, -1.015], [-4.210, 2.259, 0.231]]}

{"formula": "C18H25NO5", "method": "ωB97M-V with the def2-TZVPD basis set", "smiles": "CCCC[NH2+][C@@H](C1=C([O-])OC(C)(C)OC1=O)c1ccc(OC)cc1", "e_tot_ev": -30799.1746, "homo_lumo_gap_ev": 8.28, "relative_energy_kcal_mol": 55.7, "elements": ["C", "C", "C", "C", "H", "H", "H", "O", "C", "C", "H", "C", "H", "H", "H", "H", "C", "C", "C", "C", "C", "H", "C", "H", "H", "O", "H", "O", "H", "C", "O", "H", "H", "C", "N", "H", "H", "H", "H", "C", "C", "H", "H", "O", "H", "C", "H", "H", "H"], "xyz": [[-2.718, -0.470, 1.371], [2.712, 3.672, 6.516], [2.609, 1.335, 2.151], [1.382, 3.101, 6.035], [2.111, 2.744, 4.037], [0.910, 2.503, 6.827], [-0.516, 2.538, 4.470], [-5.101, -0.225, 1.923], [1.302, 0.746, 2.379], [-3.615, 1.549, 2.409], [4.573, -2.705, 2.263], [1.291, -0.559, 3.016], [3.174, 4.227, 5.688], [3.391, 2.841, 6.742], [-0.074, 0.928, 4.560], [-2.854, -1.411, 0.834], [1.535, 2.215, 4.804], [0.185, 1.664, 2.686], [3.432, -0.905, 1.957], [-3.823, 0.241, 1.893], [4.711, -1.629, 2.377], [-4.489, 2.148, 2.667], [-1.431, 0.020, 1.589], [-6.436, -1.707, 1.758], [-2.168, 3.026, 2.993], [2.818, 2.540, 2.054], [0.700, 3.919, 5.768], [0.376, -0.946, 3.738], [0.409, 2.614, 2.210], [-2.324, 2.009, 2.614], [2.390, -1.363, 2.850], [3.918, -0.819, -0.126], [2.901, -2.204, 0.346], [-5.394, -1.567, 1.473], [0.194, 1.858, 4.189], [-4.766, -2.324, 1.965], [3.608, 5.043, 7.923], [2.171, -0.568, 0.220], [2.339, 4.038, 8.637], [-1.216, 1.199, 2.296], [2.627, 4.594, 7.736], [5.541, -1.297, 1.749], [-0.576, -0.530, 1.199], [3.694, 0.495, 2.186], [-5.291, -1.644, 0.382], [3.071, -1.133, 0.499], [4.930, -1.392, 3.424], [1.907, 5.408, 7.585], [2.033, 1.268, 5.058]]}

> Which formula does entry 5 have?

C18H25NO5